# 1
Here is 2 unconnected molecules or ions with the total composition C4H6F3NO2 in a non-equilibrium geometry from the Open Molecules 2025 dataset. Energies are from the ωB97M-V functional and the def2-TZVPD basis.

E_LUMO, eV: 0.8
Total charge: 0
Energy relative to the best compared isomer or geometry (same formula, charge and spin), kcal per mole: 51.9

Bonds (Å) are listed after each position.
Cartesian coordinates (Å):
1 C -1.25 1.06 -0.47  C2 1.582, O6 1.371, H11 1.007, H12 1.137
2 C -1.36 0.56 1.03  C1 1.582, O7 1.389, H13 1.053, H14 1.089
3 C -0.06 -0.75 -0.13  N5 1.461, O6 1.344, O7 1.303
4 C 1.77 0.24 -0.11  F8 1.357, F9 1.398, F10 1.379
5 N 0.26 -2.11 -0.54  C3 1.461, H15 0.937, H16 0.992
6 O -0.71 -0.05 -1.08  C1 1.371, C3 1.344
7 O -0.54 -0.56 1.07  C2 1.389, C3 1.303
8 F 2.12 0.99 -1.18  C4 1.357
9 F 1.76 1.07 1.02  C4 1.398
10 F 2.73 -0.71 0.16  C4 1.379
11 H -2.14 1.35 -0.84  C1 1.007
12 H -0.56 1.93 -0.73  C1 1.137
13 H -1.14 1.16 1.86  C2 1.053
14 H -2.38 0.18 1.10  C2 1.089
15 H 0.65 -2.06 -1.39  N5 0.937
16 H 0.84 -2.29 0.24  N5 0.992

Here are the natural (NBO) charges for atoms 1 to 6, given in e: -0.087 -0.096 0.733 0.777 -0.791 -0.493

---

# 2
Here is 2 unconnected molecules or ions with the total composition C4H6FN in a non-equilibrium geometry from the Open Molecules 2025 dataset. Energies are from the ωB97M-V functional and the def2-TZVPD basis.

E_LUMO (alpha / beta), eV: -0.4 / -0.3
Total charge: 0
Energy relative to the best compared isomer or geometry (same formula, charge and spin), kcal per mole: 120.3

Bonds (Å) are listed after each position.
Cartesian coordinates (Å):
1 C -1.41 -2.40 -0.02  C2 1.224, H7 1.068
2 C -1.19 -1.20 -0.03  C1 1.224, C4 1.418
3 C 0.06 0.59 1.25  C4 1.491, H8 1.101, H9 1.027, H10 1.118
4 C -0.80 0.16 0.11  C2 1.418, C3 1.491, F6 1.389
5 N 0.89 0.28 -1.64  H11 1.121, H12 1.001
6 F -1.64 1.10 -0.47  C4 1.389
7 H -1.63 -3.39 -0.36  C1 1.068
8 H 0.31 1.66 1.20  C3 1.101
9 H -0.34 0.36 2.17  C3 1.027
10 H 1.12 0.31 1.03  C3 1.118
11 H 0.37 0.88 -2.44  N5 1.121
12 H 1.33 1.00 -1.11  N5 1.001

Here are the natural (NBO) charges for atoms 1 to 6, given in e: -0.150 -0.122 -0.704 0.472 -0.743 -0.335

---

# 3
Here is a gas-phase ion, C4H6FN2 (charge +1) in a non-equilibrium geometry from the Open Molecules 2025 dataset. Energies are from the ωB97M-V functional and the def2-TZVPD basis.

E_LUMO, eV: -7.5
Total charge: +1
Energy relative to the best compared isomer or geometry (same formula, charge and spin), kcal per mole: 92.0

Bonds (Å) are listed after each position.
Cartesian coordinates (Å):
1 C 1.47 2.25 -0.20  N5 1.520, N6 1.243, F7 1.339
2 C -0.41 -1.13 0.81  C3 1.463, C4 1.872, H8 1.147, H9 1.014
3 C -1.31 -0.15 0.20  C2 1.463, C4 1.564, H10 1.036, H11 1.061
4 C 0.11 0.36 -0.21  C2 1.872, C3 1.564, N5 1.268, H12 1.055
5 N 0.37 1.42 0.44  C1 1.520, C4 1.268
6 N 2.28 1.73 -0.99  C1 1.243, H13 1.058
7 F 1.30 3.50 0.24  C1 1.339
8 H -0.06 -0.92 1.88  C2 1.147
9 H -0.17 -2.02 0.40  C2 1.014
10 H -1.93 -0.51 -0.55  C3 1.036
11 H -1.78 0.55 0.85  C3 1.061
12 H 0.81 0.00 -0.90  C4 1.055
13 H 3.07 2.35 -1.30  N6 1.058

Here are the natural (NBO) charges for atoms 1 to 6, given in e: 0.725 0.005 -0.388 0.030 -0.222 -0.633

---

# 4
Here is a single C4H6FN3 molecule in a non-equilibrium geometry from the Open Molecules 2025 dataset. Energies are from the ωB97M-V functional and the def2-TZVPD basis.

E_LUMO, eV: 1.0
Total charge: 0
Energy relative to the best compared isomer or geometry (same formula, charge and spin), kcal per mole: 0.0
SMILES string: Nc1cc(CF)[nH]n1

Bonds (Å) are listed after each position.
Cartesian coordinates (Å):
1 N 2.96 0.28 0.00  C2 1.393, H9 1.007, H10 0.997
2 C 1.59 0.05 -0.01  N1 1.393, C3 1.425, N8 1.326
3 C 0.56 1.05 -0.01  C2 1.425, C4 1.382, H11 1.082
4 C -0.61 0.32 0.06  C3 1.382, C5 1.488, N7 1.345
5 C -2.04 0.71 0.16  C4 1.488, F6 1.388, H12 1.098, H13 1.128
6 F -2.84 -0.34 -0.27  C5 1.388
7 N -0.25 -0.98 0.12  C4 1.345, N8 1.347, H14 1.005
8 N 1.08 -1.17 0.05  C2 1.326, N7 1.347
9 H 3.26 1.00 -0.64  N1 1.007
10 H 3.44 -0.58 -0.18  N1 0.997
11 H 0.69 2.12 -0.04  C3 1.082
12 H -2.22 1.60 -0.45  C5 1.098
13 H -2.33 0.97 1.22  C5 1.128
14 H -0.87 -1.77 0.10  N7 1.005

Here are the natural (NBO) charges for atoms 1 to 6, given in e: -0.807 0.304 -0.388 0.107 0.033 -0.361

---

# 5
Here is a single C4H6FNO molecule in a non-equilibrium geometry from the Open Molecules 2025 dataset. Energies are from the ωB97M-V functional and the def2-TZVPD basis.

E_LUMO, eV: 0.9
Total charge: 0
Energy relative to the best compared isomer or geometry (same formula, charge and spin), kcal per mole: 41.9
SMILES string: CO[C@](C)(F)C#N

Bonds (Å) are listed after each position.
Cartesian coordinates (Å):
1 C -1.32 1.37 0.42  O2 1.399, H8 1.075, H9 1.080, H10 1.233
2 O -0.96 0.20 -0.25  C1 1.399, C3 1.582
3 C 0.48 -0.34 0.12  O2 1.582, C4 1.499, F5 1.368, C6 1.379
4 C 0.53 -1.64 -0.63  C3 1.499, H11 1.103, H12 1.191, H13 1.096
5 F 0.52 -0.63 1.46  C3 1.368
6 C 1.43 0.58 -0.26  C3 1.379, N7 1.133
7 N 2.27 1.24 -0.64  C6 1.133
8 H -2.22 1.64 -0.09  C1 1.075
9 H -0.57 2.15 0.45  C1 1.080
10 H -1.61 1.31 1.62  C1 1.233
11 H 0.44 -1.53 -1.72  C4 1.103
12 H -0.43 -2.16 -0.16  C4 1.191
13 H 1.44 -2.19 -0.34  C4 1.096

Here are the natural (NBO) charges for atoms 1 to 6, given in e: -0.260 -0.523 0.502 -0.633 -0.318 0.190

---

# 6
Here is a single C4H6FNO molecule in a non-equilibrium geometry from the Open Molecules 2025 dataset. Energies are from the ωB97M-V functional and the def2-TZVPD basis.

E_LUMO, eV: 1.0
Total charge: 0
Energy relative to the best compared isomer or geometry (same formula, charge and spin), kcal per mole: 35.4
SMILES string: O=C(CF)N1CC1

Bonds (Å) are listed after each position.
Cartesian coordinates (Å):
1 O 0.26 1.71 0.00  C2 1.226
2 C 0.59 0.54 -0.16  O1 1.226, C3 1.528, N5 1.381
3 C 2.08 0.28 0.05  C2 1.528, F4 1.391, H8 1.066, H9 1.063
4 F 2.51 -1.01 -0.26  C3 1.391
5 N -0.28 -0.51 -0.34  C2 1.381, C6 1.446, C7 1.446
6 C -1.34 -0.69 0.63  N5 1.446, C7 1.437, H10 1.076, H11 1.074
7 C -1.63 -0.14 -0.67  N5 1.446, C6 1.437, H12 1.136, H13 1.086
8 H 2.24 0.43 1.09  C3 1.066
9 H 2.58 1.00 -0.57  C3 1.063
10 H -1.56 -1.72 0.84  C6 1.076
11 H -1.41 -0.05 1.49  C6 1.074
12 H -2.19 -0.77 -1.44  C7 1.136
13 H -1.84 0.93 -0.68  C7 1.086

Here are the natural (NBO) charges for atoms 1 to 6, given in e: -0.571 0.667 -0.034 -0.351 -0.479 -0.222

---

# 7
Here is 2 unconnected molecules or ions with the total composition C4H6FNO in a non-equilibrium geometry from the Open Molecules 2025 dataset. Energies are from the ωB97M-V functional and the def2-TZVPD basis.

E_LUMO (alpha / beta), eV: -0.2 / -0.2
Total charge: 0
Energy relative to the best compared isomer or geometry (same formula, charge and spin), kcal per mole: 126.8

Bonds (Å) are listed after each position.
Cartesian coordinates (Å):
1 C -1.07 -0.57 1.18  C2 1.301, H8 1.050, H9 1.100
2 C 0.05 -0.15 0.68  C1 1.301, C3 1.405, C4 1.505
3 C 1.36 -0.60 0.93  C2 1.405, O6 1.172
4 C 0.06 0.87 -0.42  C2 1.505, H10 1.086, H11 1.066, H12 1.096
5 N 1.74 -1.75 -0.96  F7 1.374, H13 1.066
6 O 2.25 -0.66 1.68  C3 1.172
7 F 0.45 -1.86 -1.43  N5 1.374
8 H -2.03 -0.16 1.04  C1 1.050
9 H -1.20 -1.33 1.96  C1 1.100
10 H 1.05 1.30 -0.31  C4 1.086
11 H 0.22 0.30 -1.31  C4 1.066
12 H -0.74 1.61 -0.62  C4 1.096
13 H 1.72 -2.50 -0.20  N5 1.066

Here are the natural (NBO) charges for atoms 1 to 6, given in e: -0.289 -0.200 0.752 -0.628 -0.331 -0.424

---

# 8
Here is a single C4H6FNOS molecule in a non-equilibrium geometry from the Open Molecules 2025 dataset. Energies are from the ωB97M-V functional and the def2-TZVPD basis.

E_LUMO, eV: 0.5
Total charge: 0
Energy relative to the best compared isomer or geometry (same formula, charge and spin), kcal per mole: 45.0
SMILES string: O=CN(S)[C@@H]1C[C@H]1F

Bonds (Å) are listed after each position.
Cartesian coordinates (Å):
1 O -0.33 -1.11 1.87  C2 1.235
2 C -1.14 -0.46 1.20  O1 1.235, N3 1.364, H9 1.100
3 N -0.74 0.21 0.08  C2 1.364, S4 1.723, C5 1.433
4 S -1.91 1.24 -0.65  N3 1.723, H10 1.363
5 C 0.64 0.37 -0.27  N3 1.433, C6 1.493, C7 1.503, H11 1.071
6 C 1.19 -0.16 -1.56  C5 1.493, C7 1.509, H12 1.121, H13 1.119
7 C 1.47 -0.88 -0.26  C5 1.503, C6 1.509, F8 1.391, H14 1.090
8 F 2.73 -0.75 0.30  C7 1.391
9 H -2.21 -0.40 1.45  C2 1.100
10 H -1.65 2.36 0.09  S4 1.363
11 H 1.15 1.25 0.07  C5 1.071
12 H 0.51 -0.64 -2.31  C6 1.121
13 H 2.05 0.43 -1.95  C6 1.119
14 H 1.03 -1.85 0.00  C7 1.090

Here are the natural (NBO) charges for atoms 1 to 6, given in e: -0.589 0.520 -0.568 0.189 -0.115 -0.460